(1)
Here is a structure of composition C29H29N3SiW from OMol25. Energies are from ωB97M-V with the def2-TZVPD basis set.

Geometry (Å):
C: 0.60 1.44 0.85
C: 1.01 1.90 -0.45
C: -0.15 1.94 -1.29
H: 1.99 2.28 -0.71
C: -1.27 1.54 -0.51
C: -0.82 1.21 0.80
H: -1.44 0.97 1.65
H: 1.23 1.42 1.73
H: -0.17 2.27 -2.33
H: -2.31 1.52 -0.84
W: 0.13 -0.17 -0.66
C: -1.44 -1.11 -1.69
H: -2.35 -1.44 -1.19
H: -0.88 -2.00 -1.99
H: -1.72 -0.45 -2.52
Si: 0.18 -0.79 -4.50
C: 1.62 -1.24 -5.57
C: 2.53 -0.20 -5.83
H: 2.32 0.80 -5.45
C: 3.66 -0.40 -6.65
H: 4.34 0.42 -6.83
C: 3.85 -1.64 -7.27
H: 4.72 -1.78 -7.94
C: 2.89 -2.65 -7.10
H: 2.99 -3.57 -7.68
C: 1.80 -2.47 -6.23
H: 1.06 -3.26 -6.13
C: -1.24 -0.10 -5.48
C: -0.98 0.25 -6.82
H: -0.05 -0.09 -7.29
C: -1.85 1.08 -7.53
H: -1.60 1.36 -8.55
C: -3.02 1.55 -6.93
H: -3.69 2.22 -7.48
C: -3.32 1.18 -5.61
H: -4.21 1.58 -5.12
C: -2.48 0.30 -4.92
H: -2.78 -0.06 -3.93
H: 0.60 0.34 -3.67
H: -0.19 -1.94 -3.64
C: -1.43 -2.27 4.38
C: -2.17 -1.90 3.25
C: -1.53 -1.69 2.02
C: -0.13 -1.83 1.97
C: 0.61 -2.27 3.07
C: -0.04 -2.46 4.29
N: 0.62 -1.47 0.82
N: 1.90 -1.97 0.81
C: 2.69 -1.44 -0.18
C: 4.06 -1.75 -0.26
C: 4.83 -1.27 -1.30
C: 4.22 -0.45 -2.27
C: 2.91 -0.05 -2.09
N: 2.12 -0.55 -1.09
H: -1.95 -2.43 5.34
H: -3.25 -1.77 3.30
H: -2.08 -1.45 1.11
H: 1.69 -2.44 2.96
H: 0.53 -2.76 5.17
H: 4.45 -2.37 0.54
H: 5.88 -1.52 -1.39
H: 4.75 -0.11 -3.16
H: 2.43 0.68 -2.75

## Properties
- Max |F|: 3.4 eV Å⁻¹
- ⟨S²⟩: 2.0829
- Gap between HOMO and LUMO (spin up / spin down): 0.2013 / 0.1751 Eh
- Net charge: +2
- Multiplicity: 3
- ΔE to the lowest compared entry with this formula, charge and spin: 0.00 kcal per mole

---

(2)
Here is a structure of composition C29H29N3SiY from OMol25. Energies are from ωB97M-V with the def2-TZVPD basis set.

Geometry (Å):
C: -1.52 -3.66 0.21
C: -0.39 -3.25 -0.57
C: 0.67 -2.93 0.34
H: -0.35 -3.27 -1.65
C: 0.21 -3.18 1.68
C: -1.15 -3.62 1.59
H: -1.76 -3.90 2.43
H: -2.46 -4.00 -0.20
H: 1.68 -2.65 0.04
H: 0.80 -3.11 2.58
Y: -1.33 -1.41 0.82
C: 0.53 3.13 1.68
H: 0.73 0.92 0.89
H: 0.86 4.11 2.05
H: -0.18 2.40 2.16
Si: 2.07 1.34 0.44
C: 2.22 2.17 -1.35
C: 2.40 1.37 -2.50
H: 2.58 0.30 -2.41
C: 2.27 1.87 -3.78
H: 2.31 1.21 -4.60
C: 2.05 3.17 -4.08
H: 1.97 3.55 -5.08
C: 1.94 3.98 -2.98
H: 1.70 5.01 -3.16
C: 2.05 3.55 -1.65
H: 1.92 4.31 -0.85
C: 4.18 0.98 0.73
C: 5.27 1.30 -0.10
H: 5.18 1.86 -1.02
C: 6.59 0.96 0.22
H: 7.40 1.19 -0.43
C: 6.94 0.35 1.41
H: 7.97 0.14 1.71
C: 5.88 0.08 2.26
H: 6.12 -0.32 3.23
C: 4.55 0.33 1.91
H: 3.80 0.04 2.64
H: 0.04 3.27 0.71
H: 1.54 2.38 1.73
C: -5.99 -2.18 3.73
C: -4.61 -2.06 3.93
C: -3.77 -1.58 2.94
C: -4.38 -1.31 1.69
C: -5.76 -1.31 1.47
C: -6.54 -1.78 2.52
N: -3.58 -1.03 0.58
N: -4.12 -0.65 -0.58
C: -3.17 -0.29 -1.54
C: -3.60 0.20 -2.79
C: -2.63 0.46 -3.74
C: -1.27 0.23 -3.46
C: -0.91 -0.27 -2.22
N: -1.84 -0.48 -1.25
H: -6.59 -2.57 4.55
H: -4.14 -2.30 4.86
H: -2.68 -1.36 3.07
H: -6.18 -0.94 0.55
H: -7.60 -1.83 2.40
H: -4.66 0.36 -2.90
H: -2.91 0.84 -4.71
H: -0.48 0.41 -4.18
H: 0.11 -0.53 -1.95

## Properties
- Max |F|: 5.6 eV Å⁻¹
- Gap between HOMO and LUMO (spin up / spin down): 0.2221 / 0.1698 Eh
- Net charge: +1
- Multiplicity: 1
- ΔE to the lowest compared entry with this formula, charge and spin: 98.84 kcal per mole

---

(3)
Here is an isolated molecule of C29H29N7O from OMol25. Energies are from ωB97M-V with the def2-TZVPD basis set.

Geometry (Å):
C: 5.62 1.59 1.60
C: 4.52 2.06 0.69
C: 4.70 3.14 -0.15
C: 3.68 3.58 -1.00
C: 2.47 2.95 -1.00
C: 2.24 1.85 -0.16
C: 3.28 1.41 0.68
N: 3.04 0.32 1.48
C: 1.88 -0.41 1.53
O: 1.80 -1.39 2.25
C: 0.80 0.09 0.68
C: 1.00 1.15 -0.12
H: 0.20 1.49 -0.77
C: -0.51 -0.66 0.79
C: -0.29 -2.11 0.52
N: -0.80 -3.10 1.22
N: -0.38 -4.22 0.65
N: 0.35 -3.98 -0.35
N: 0.44 -2.65 -0.49
C: 1.18 -2.05 -1.56
C: 2.62 -1.77 -1.21
C: 3.28 -0.71 -1.81
C: 4.61 -0.47 -1.54
C: 5.30 -1.30 -0.67
C: 4.65 -2.37 -0.07
C: 3.32 -2.61 -0.35
H: 2.82 -3.45 0.11
H: 5.18 -3.02 0.60
H: 6.35 -1.13 -0.47
H: 5.12 0.36 -2.01
H: 2.74 -0.06 -2.49
H: 1.14 -2.76 -2.39
H: 0.67 -1.12 -1.85
N: -1.52 -0.06 -0.08
C: -2.48 -0.96 -0.70
C: -3.55 -1.44 0.29
N: -4.26 -0.32 0.88
C: -5.38 0.22 0.26
C: -5.85 -0.23 -0.98
C: -7.01 0.28 -1.52
C: -7.74 1.26 -0.86
C: -7.29 1.70 0.37
C: -6.14 1.19 0.93
H: -5.83 1.54 1.90
H: -7.85 2.45 0.91
H: -8.64 1.66 -1.30
H: -7.35 -0.08 -2.48
H: -5.31 -0.98 -1.54
C: -3.31 0.55 1.56
C: -2.23 1.03 0.58
H: -1.50 1.66 1.10
H: -2.70 1.62 -0.21
H: -3.82 1.42 1.98
H: -2.86 -0.02 2.38
H: -4.26 -2.12 -0.19
H: -3.06 -1.99 1.11
H: -1.97 -1.81 -1.15
H: -2.96 -0.39 -1.50
H: -0.81 -0.63 1.85
H: 3.79 -0.03 2.06
H: 1.67 3.29 -1.65
H: 3.86 4.43 -1.65
H: 5.65 3.65 -0.16
H: 5.88 0.56 1.38
H: 6.51 2.21 1.46
H: 5.31 1.66 2.64

## Properties
- Max |F|: 1.5 eV Å⁻¹
- SMILES: Cc1cccc2cc([C@H](c3nnnn3Cc3ccccc3)N3CCN(c4ccccc4)CC3)c(=O)[nH]c12
- Gap between HOMO and LUMO: 0.2728 Eh
- Multiplicity: 1

---

(4)
Here is a structure of composition C29H30AsMnN4O2S4Sb from OMol25. Energies are from ωB97M-V with the def2-TZVPD basis set.

Geometry (Å):
Mn: 0.18 -0.21 0.78
N: 0.10 2.60 3.78
C: 0.01 3.61 2.84
C: -0.05 2.98 1.64
N: 0.01 1.63 1.82
C: 0.10 1.44 3.12
C: 0.27 0.06 3.59
N: 0.30 -0.86 2.66
C: 0.58 -2.05 3.27
C: 0.72 -1.83 4.60
N: 0.50 -0.47 4.80
H: 0.16 2.73 4.78
H: -0.02 4.65 3.11
H: -0.12 3.42 0.65
H: 0.71 -2.96 2.69
H: 0.95 -2.49 5.42
H: 0.66 0.03 5.65
S: 5.77 -2.81 -0.23
As: 3.73 -3.21 -0.58
S: 2.71 -1.28 -1.37
S: 2.49 -0.10 0.31
S: 2.63 -4.12 0.98
C: -0.97 -1.96 -2.47
C: -0.65 -1.27 -1.18
O: -0.47 -1.90 -0.11
O: -0.55 0.00 -1.16
H: -0.91 -3.04 -2.34
H: -0.26 -1.63 -3.23
H: -1.98 -1.67 -2.78
C: -4.99 3.63 -0.46
C: -4.59 4.21 -1.80
C: -5.36 5.23 -2.35
C: -5.03 5.81 -3.57
C: -3.91 5.37 -4.25
C: -3.14 4.34 -3.71
C: -3.46 3.74 -2.49
Sb: -2.18 2.23 -1.58
C: -1.01 1.91 -3.36
C: -1.51 1.34 -4.52
C: -0.70 1.10 -5.63
C: 0.64 1.44 -5.57
C: 1.16 2.00 -4.41
C: 0.36 2.24 -3.30
C: 1.00 2.81 -2.06
C: -3.71 0.71 -1.76
C: -4.47 0.59 -2.92
C: -5.39 -0.43 -3.09
C: -5.57 -1.36 -2.07
C: -4.87 -1.21 -0.88
C: -3.95 -0.18 -0.70
C: -3.28 -0.04 0.65
H: -5.84 4.16 -0.04
H: -4.16 3.69 0.25
H: -5.25 2.57 -0.55
H: -6.24 5.58 -1.82
H: -5.64 6.60 -3.98
H: -3.63 5.81 -5.20
H: -2.26 3.99 -4.25
H: -2.55 1.06 -4.59
H: -1.12 0.65 -6.52
H: 1.29 1.25 -6.42
H: 2.21 2.23 -4.36
H: 2.06 3.00 -2.22
H: 0.93 2.10 -1.23
H: 0.53 3.75 -1.77
H: -4.37 1.34 -3.70
H: -5.96 -0.50 -4.01
H: -6.26 -2.18 -2.20
H: -5.04 -1.92 -0.08
H: -3.86 -0.57 1.41
H: -3.19 1.00 0.94
H: -2.28 -0.48 0.64

## Properties
- Max |F|: 0.8 eV Å⁻¹
- ⟨S²⟩: 6.0277
- Gap between HOMO and LUMO (spin up / spin down): 0.1624 / 0.1879 Eh
- Net charge: -1
- Multiplicity: 5
- ΔE to the lowest compared entry with this formula, charge and spin: 70.46 kcal per mole

---

Q: Number 2 is which compound?
A: C29H29N3SiY